This record from the OMol25 dataset describes one molecule with the formula C16H13N3O5S at a distorted geometry. The level of theory is ωB97M-V/def2-TZVPD.

Results
energy above the lowest of the compared OMol25 structures with the same formula, charge and spin	169.4	kJ/mol
DFT total energy	-42345.3426	eV
structure (SMILES)	COC(=O)c1cccc(NC(=O)CSc2nnc(-c3ccco3)o2)c1
gap between HOMO and LUMO	8.8	eV
net charge	0
E_LUMO	0.012	hartree

Last column: natural (NBO) charge in e.
Atoms and positions in Å:
S -1.2210 0.0740 -2.6817  0.28
O -2.3332 1.7632 -0.9435  -0.40
O -3.2968 4.0310 0.4453  -0.37
O -0.8587 -3.4879 -1.0494  -0.59
O 5.7552 -0.8568 1.8025  -0.59
O 4.8563 0.3867 0.1693  -0.51
N 0.5807 -1.7141 -1.1015  -0.63
N -3.2379 0.3995 0.5290  -0.27
N -2.6288 -0.3514 -0.4001  -0.32
C 4.8605 -0.6544 1.0192  0.78
C 5.9841 1.2450 0.2444  -0.26
C 2.6591 -1.2206 -0.0404  -0.22
C -0.5231 -2.4078 -1.4678  0.68
C -3.8815 4.8850 1.2915  0.11
C -2.1066 0.4715 -1.2566  0.27
C 1.4451 -3.1778 0.6637  -0.24
C -3.0605 1.6461 0.2019  0.42
C 3.6592 -1.5120 0.8790  -0.16
C 1.5516 -2.0544 -0.1531  0.23
C -4.3027 2.8479 2.0552  -0.23
C 2.4443 -3.4586 1.5796  -0.20
C -3.5502 2.7870 0.9056  0.17
C -1.3463 -1.7366 -2.5710  -0.62
C -4.5148 4.2184 2.3005  -0.32
C 3.5500 -2.6374 1.6928  -0.17
H -3.7821 5.9309 1.0771  0.21
H 2.7506 -0.3456 -0.6666  0.22
H -4.6437 2.0099 2.6253  0.24
H 0.7433 -0.8333 -1.5768  0.40
H 6.8992 0.6881 0.0326  0.19
H -5.0617 4.6509 3.1124  0.24
H 6.0638 1.6807 1.2426  0.19
H -2.3926 -2.0036 -2.4280  0.27
H 4.3384 -2.8448 2.3994  0.24
H 5.8272 2.0209 -0.5006  0.19
H 2.3536 -4.3304 2.2091  0.22
H 0.5848 -3.8197 0.5741  0.26
H -1.0085 -2.1114 -3.5390  0.26